DFT (the ωB97M-V functional and the def2-TZVPD basis) results for 9 unconnected molecules or ions with the total composition C86H64O18 at a distorted geometry.

Its structure (SMILES) is O=C1c2ccccc2C(=O)c2ccccc21.O=C1c2ccccc2C(=O)c2ccccc21.O=C1c2ccccc2C(=O)c2ccccc21.O=C1c2ccccc2C(=O)c2ccccc21.O=C1c2ccccc2C(=O)c2ccccc21.O=C1CCCO1.O=C1CCCO1.O=C1CCCO1.O=C1CCCO1. The largest force on an atom is 4.224 eV/A. As for the frontier orbital gap: 8.069 eV. The calculation puts the highest occupied orbital energy at -9.175 eV. Its energy is -127075.5464 eV.

Last column: Löwdin charge in e.
Positions of all 168 atoms, in Å:
C  -3.19  3.06  -4.29  -0.030
C  2.53  -1.61  3.03  -0.113
C  -0.06  -4.39  6.59  -0.434
C  0.40  0.32  -0.97  -0.180
H  3.10  -2.04  -5.50  0.146
H  6.33  -1.42  -4.44  0.095
H  -1.47  -0.31  0.05  0.132
H  0.05  -1.64  6.40  0.120
H  -0.09  4.26  1.47  0.123
C  -3.58  3.40  -0.67  -0.078
H  0.05  1.26  -3.26  0.090
C  6.52  -0.86  -3.55  -0.035
C  3.72  -1.62  2.29  -0.074
H  2.38  -0.04  -0.15  0.136
C  -3.75  -3.26  -2.13  -0.423
C  -2.51  7.24  0.95  0.007
O  0.66  -2.77  3.85  0.076
C  -4.09  5.85  -0.43  -0.223
H  5.41  -0.47  1.76  0.089
C  2.79  0.75  3.39  -0.037
O  -5.94  2.84  1.94  0.104
O  6.82  1.46  0.79  0.107
C  -3.54  -3.07  -6.32  -0.042
H  -5.79  -0.59  -6.48  0.129
C  -0.12  -1.88  -0.50  -0.461
C  3.20  -6.57  1.63  -0.065
C  -3.01  1.72  -4.54  -0.089
C  -4.00  3.19  6.26  -0.021
H  -6.30  5.12  -1.57  0.124
O  -1.60  2.57  0.15  0.087
H  1.04  -0.40  3.97  0.120
H  -3.40  2.72  7.07  0.132
C  -2.83  5.96  0.46  -0.061
H  -1.60  -2.89  -5.62  0.098
H  5.20  -1.83  -2.16  0.102
H  -0.17  3.77  -2.93  0.119
H  1.89  -5.22  -3.58  0.113
H  0.88  0.21  -1.97  0.113
O  -1.29  -3.90  6.93  0.008
C  8.45  2.80  -0.37  -0.044
H  -4.84  -5.87  -1.72  0.142
O  5.05  -2.94  0.77  0.096
O  -0.65  -2.97  -0.57  0.094
C  -6.03  2.94  -1.94  -0.028
H  -2.64  -2.32  1.86  0.121
C  -1.39  7.40  1.78  -0.074
C  10.04  3.91  -1.89  0.005
C  -4.05  -0.80  1.03  -0.039
H  4.62  1.66  2.74  0.118
H  -4.38  -5.47  -0.01  0.113
C  8.58  2.19  -2.89  -0.358
H  -1.98  -2.09  7.50  0.093
C  1.33  -0.28  0.03  -0.116
O  -2.76  0.70  5.62  0.099
C  -3.69  0.47  3.50  -0.096
C  3.76  -5.35  1.29  -0.022
C  1.56  -4.22  -3.61  -0.024
C  -0.82  5.08  1.33  0.015
C  -3.15  -0.77  3.28  0.009
C  -0.96  3.16  -3.40  -0.031
C  -4.13  2.55  5.05  -0.051
H  4.62  -5.20  0.66  0.109
H  -4.11  -1.16  -0.02  0.101
H  1.27  -3.91  8.16  0.128
C  -2.77  -5.22  -1.39  -0.166
C  1.69  -2.79  3.16  -0.258
H  -1.40  -0.52  -1.69  0.108
C  -1.62  -0.36  -4.51  -0.214
H  -5.35  0.92  0.64  0.099
H  10.36  3.93  -2.94  0.128
H  0.58  6.53  2.17  0.114
C  1.99  -0.42  3.45  -0.013
H  7.79  0.54  -4.66  0.102
C  1.43  -5.33  2.83  0.008
C  -4.19  -5.27  -1.03  -0.141
C  -4.95  3.14  4.01  -0.063
C  4.12  -2.88  1.54  -0.264
C  -2.49  -2.30  -5.70  0.022
O  0.14  -4.76  -5.54  0.109
H  -4.28  5.12  7.22  0.110
C  0.87  -4.06  -4.91  -0.494
C  -0.47  6.39  1.84  -0.059
H  -3.19  8.01  0.67  0.110
C  5.89  -1.01  -2.34  -0.061
H  -5.32  0.95  -2.40  0.121
C  -0.77  -0.54  -0.80  -0.078
H  0.80  -4.17  -2.86  0.106
H  -6.94  2.74  -2.45  0.103
C  -3.93  -0.40  -5.52  -0.112
C  7.59  1.15  -2.64  -0.088
H  -5.66  6.08  5.58  0.120
C  7.45  1.66  -0.20  -0.270
C  -4.74  -2.48  -6.57  -0.053
H  -5.44  -2.98  -7.19  0.097
H  -1.17  8.35  2.29  0.114
O  -0.60  -0.88  -4.05  0.077
C  8.88  3.47  0.75  -0.011
C  -0.81  1.81  -3.63  -0.023
C  -3.23  -1.38  1.99  -0.031
C  -5.10  1.89  -1.86  -0.053
C  -5.34  5.05  5.39  -0.077
H  0.26  1.42  -0.83  0.123
H  1.05  -0.14  1.03  0.102
C  -4.18  0.96  -5.08  -0.276
C  0.13  -2.15  7.38  -0.137
H  0.52  -1.56  8.23  0.121
O  9.08  2.28  -3.95  0.131
C  6.21  -0.24  -1.24  0.005
H  1.73  -1.30  -4.51  0.076
O  -4.70  -3.91  -1.33  -0.008
C  9.95  4.32  0.51  -0.060
H  10.44  4.92  1.30  0.115
C  -2.73  -1.02  -5.27  -0.094
C  7.05  0.84  -1.40  -0.086
C  9.03  2.95  -1.73  -0.050
C  0.94  -3.42  7.25  -0.088
H  -3.14  -4.79  -3.38  0.122
H  3.58  -7.49  1.13  0.114
C  -3.85  2.10  -1.27  0.007
H  -3.16  1.32  -1.24  0.086
H  -2.14  -4.94  -0.51  0.124
C  2.08  -4.13  2.62  -0.068
C  2.23  -2.17  -4.78  -0.184
C  -5.74  4.19  -1.44  -0.009
H  8.51  3.18  1.71  0.120
C  -2.74  -4.25  -2.56  -0.077
H  1.40  -7.49  2.53  0.102
H  -2.37  4.82  -3.40  0.118
C  -4.89  -1.14  -6.17  0.012
O  1.15  -1.71  -0.19  0.041
H  11.30  5.28  -0.83  0.100
C  10.51  4.56  -0.76  -0.061
H  -3.34  -4.11  -6.66  0.127
C  -1.22  -2.75  7.77  -0.170
C  3.32  -4.12  1.85  -0.049
O  -3.81  -2.04  -2.28  0.080
O  -4.77  6.81  -0.75  0.094
H  -6.23  4.86  3.56  0.129
H  2.35  1.69  3.68  0.104
H  -2.39  -6.15  -1.80  0.122
C  -2.02  4.84  0.69  -0.111
C  7.38  0.27  -3.73  0.041
C  -1.84  1.08  -4.15  -0.090
O  0.06  -5.34  5.84  0.099
H  -2.66  -1.22  4.11  0.106
H  -1.40  -3.00  8.86  0.147
C  1.99  -6.59  2.38  -0.020
C  -2.33  3.55  0.09  -0.296
C  -5.19  2.38  2.78  -0.292
O  -5.31  1.42  -5.05  0.095
C  -4.49  4.41  -0.90  -0.099
C  -3.46  1.20  4.78  -0.278
H  0.51  -5.34  3.40  0.099
C  -4.65  0.45  1.30  -0.001
H  5.89  -0.48  -0.25  0.085
C  -5.57  4.36  4.26  -0.033
H  -4.13  3.53  -4.66  0.141
C  -2.17  3.80  -3.76  -0.051
C  -4.50  4.48  6.36  -0.062
H  3.61  -3.37  -3.95  0.102
C  2.64  -3.05  -3.59  -0.087
H  2.76  -2.48  -2.67  0.095
C  -4.49  1.10  2.52  -0.070
H  -1.79  -3.80  -2.70  0.099
H  1.79  -3.33  6.63  0.102
O  1.32  -2.93  -5.51  0.006
C  4.45  -0.47  2.20  -0.031
C  4.05  0.72  2.77  -0.039